#P
Computed, not measured: a molecular structure, C26H21ClIMnN6O2S, with ωB97M-V/def2-TZVPD.

## Properties
gap between HOMO and LUMO (spin up / spin down) = 6.776 / 7.354 eV
multiplicity = 6
total charge = -1
LUMO level (spin up / spin down) = 2.25 / 2.25 eV
HOMO (spin up / spin down) = -4.529 / -5.108 eV

Geometry (Å):
I1 1.1521 4.5160 -3.0433
Mn1 0.9168 1.0966 1.0023
Cl1 -3.7875 2.0045 -4.3511
S1 0.6040 0.2155 -4.0419
O1 5.2504 0.6163 1.3642
O2 0.7027 2.5176 -0.5848
N1 0.9108 -1.2343 1.1831
N2 -0.0945 -1.5007 -2.3103
N3 1.0386 -0.9210 -1.8004
N4 2.9942 0.9327 0.6669
N5 2.6249 0.7453 -2.2960
N6 -1.2146 0.7452 -0.0564
C1 1.7436 -1.5218 2.2947
C2 -1.9417 1.4856 4.4073
C3 -1.3492 -2.0686 -5.5632
C4 3.7671 -2.4892 3.1805
C5 -1.6737 -1.4738 -4.1944
C6 -0.2620 2.4389 -1.4092
C7 -0.6059 -0.4398 4.8769
C8 -0.0283 0.9682 2.9473
C9 3.4353 -2.0242 4.4437
C10 -3.4207 0.3974 -1.7028
C11 -1.3381 1.4820 -1.1822
C12 -3.2902 -0.3126 -0.5440
C13 1.4104 -1.0117 3.5567
C14 -1.6870 0.3702 5.1920
C15 4.1172 0.7706 1.0268
C16 0.2129 -0.1444 3.7838
C17 -2.4337 1.3404 -2.0598
C18 1.5139 0.0176 -2.5712
C19 -1.1269 1.7595 3.3135
C20 2.2685 -1.2947 4.6169
C21 -2.1585 -0.1022 0.2634
C22 -1.4699 3.0615 -3.4583
C23 -0.3931 3.2022 -2.5737
C24 -2.4633 2.1547 -3.2186
C25 2.9165 -2.2440 2.1152
C26 -0.4599 -1.0238 -3.4487
H1 -2.3559 -0.6266 -4.3108
H2 -2.0387 -0.6327 1.2032
H3 -2.2599 -2.4032 -6.0618
H4 -4.2775 0.2571 -2.3490
H5 -4.0401 -1.0306 -0.2402
H6 -2.3214 0.1313 6.0377
H7 3.1652 -2.5970 1.1210
H8 -0.6766 -2.9215 -5.4648
H9 2.6288 1.6799 -2.6789
H10 4.6900 -3.0310 3.0184
H11 -2.1694 -2.2078 -3.5579
H12 -1.5098 3.6697 -4.3521
H13 4.0932 -2.2030 5.2848
H14 -2.7792 2.1348 4.6413
H15 2.0269 -0.8896 5.5926
H16 -0.3967 -1.3171 5.4810
H17 -1.3692 2.6328 2.7119
H18 -0.8662 -1.3333 -6.2087
H19 -0.0471 -1.5290 1.3167
H20 1.2578 -1.5634 0.2869
H21 2.8644 0.7487 -1.2962

#Q
Computed, not measured: a molecular structure, C26H21ClIMnN6O2S, with ωB97M-V/def2-TZVPD.

## Properties
gap between HOMO and LUMO (spin up / spin down) = 4.234 / 6.613 eV
multiplicity = 6
total charge = -1
LUMO level (spin up / spin down) = 2.35 / 2.33 eV
HOMO (spin up / spin down) = -1.880 / -4.285 eV

Geometry (Å):
I1 4.7058 -1.0779 -2.5558
Mn1 0.6386 -1.5652 -0.3371
Cl1 4.4818 4.5878 -2.1878
S1 -0.2030 2.3565 -2.6870
O1 2.2208 -5.4265 -1.4304
O2 2.3377 -0.6576 -0.6209
N1 -1.1784 0.8870 -0.8545
N2 -0.0175 -0.5552 1.3782
N3 -0.2526 0.1116 -1.5030
N4 1.2191 0.1222 -3.3286
N5 1.3971 1.6334 0.7502
N6 1.3904 -3.2927 -0.8038
C1 2.1820 4.1818 -0.1697
C2 -3.7654 -3.5110 -0.1391
C3 -1.3671 -3.2675 3.4738
C4 -2.1783 3.1274 -0.7973
C5 -3.1086 -3.2898 -1.3427
C6 1.8025 -4.3586 -1.1167
C7 -1.8272 -2.6972 1.0662
C8 -1.1570 -2.4467 2.3701
C9 0.3240 0.7230 -2.5015
C10 2.8602 0.5471 -0.8092
C11 -0.7184 -3.0365 4.6784
C12 -3.1248 -3.2172 1.0525
C13 1.1452 4.0281 0.7680
C14 -1.8277 -2.7574 -1.3357
C15 3.8672 3.0488 -1.6159
C16 -1.1767 -2.4414 -0.1465
C17 -1.2557 2.0796 -1.3289
C18 0.3844 -1.1383 3.7097
C19 -3.5876 3.0019 -1.3786
C20 2.8205 3.0226 -0.6722
C21 0.1609 -1.9709 4.7961
C22 3.9300 0.6750 -1.7105
C23 4.4397 1.8972 -2.1154
C24 -0.2680 -1.3738 2.5080
C25 2.3592 1.7418 -0.2244
C26 0.8129 2.7674 1.1955
H1 1.0689 -0.3016 3.7802
H2 0.6961 0.2199 1.4300
H3 -0.8859 -3.6998 5.5174
H4 -4.2432 3.7660 -0.9596
H5 -4.0046 2.0219 -1.1485
H6 -0.8655 -0.1015 1.0309
H7 -3.5767 3.1194 -2.4632
H8 0.6787 -1.7891 5.7291
H9 5.2572 1.9536 -2.8201
H10 1.6902 -0.6740 -2.9084
H11 -1.7607 4.1128 -1.0101
H12 0.6278 4.8897 1.1723
H13 -3.5929 -3.5270 -2.2822
H14 -1.3234 -2.5889 -2.2818
H15 -2.0226 -4.1234 3.3761
H16 0.0401 2.6305 1.9506
H17 -3.6444 -3.3742 1.9906
H18 -2.1993 3.0174 0.2872
H19 2.4957 5.1579 -0.5071
H20 1.8718 0.7393 -3.7882
H21 -4.7733 -3.9075 -0.1287

Stability verdict: #P, ahead by 195.9 kJ/mol

#P
Computed, not measured: C3H5ClO in the gas phase, with ωB97M-V/def2-TZVPD.

## Properties
gap between HOMO and LUMO = 11.435 eV
LUMO level = 0.78 eV
HOMO = -10.657 eV
SMILES = CCC(=O)Cl

Geometry (Å):
Cl1 2.3528 0.1085 -0.9499
O1 1.4405 -1.4080 0.9445
C1 1.0404 -0.7588 0.0830
C2 -0.6970 0.8691 0.3445
C3 -0.3756 -0.4819 -0.3463
H1 -1.5770 1.1596 -0.2289
H2 0.1626 1.4420 0.3684
H3 -0.8047 -1.4311 -0.1968
H4 -0.4829 -0.2617 -1.3862
H5 -1.0593 0.7624 1.3676

#Q
Computed, not measured: C3H5ClO in the gas phase, with ωB97M-V/def2-TZVPD.

## Properties
gap between HOMO and LUMO = 9.851 eV
LUMO level = 0.68 eV
HOMO = -9.170 eV
SMILES = O[C@@H]1C[C@H]1Cl

Geometry (Å):
Cl1 2.5916 -0.5389 0.0505
O1 -1.5379 -0.9318 -0.1231
C1 -0.5190 -0.4012 0.4990
C2 0.8448 -0.5371 -0.2152
C3 0.2372 0.9571 -0.0336
H1 -2.4213 -0.4793 -0.2569
H2 -0.4650 -0.3827 1.6018
H3 0.6390 -0.7051 -1.1755
H4 -0.2068 1.4724 -0.9138
H5 0.8374 1.5466 0.5669

Stability verdict: #P, ahead by 227.8 kJ/mol

#P
Computed, not measured: 2 unconnected molecules or ions with the total composition C2H7ClN3, with ωB97M-V/def2-TZVPD.

## Properties
gap between HOMO and LUMO = 9.779 eV
total charge = +1
LUMO level = -4.36 eV
HOMO = -14.143 eV

Geometry (Å):
Cl1 2.8560 -0.4752 0.1357
N1 -1.6754 -0.8218 -0.1073
N2 0.8152 1.0942 -0.6884
N3 0.1955 1.1569 0.5751
C1 0.1718 -0.1513 0.7335
C2 1.1207 -0.3061 -0.4128
H1 -1.7131 -0.0727 -0.7904
H2 -0.0591 -0.5851 1.5935
H3 1.5269 1.6581 -0.9804
H4 -2.2991 -0.6255 0.6948
H5 1.1311 -1.0837 -1.1921
H6 -1.8344 -1.6780 -0.5680
H7 -0.2362 1.8901 1.0068

#Q
Computed, not measured: a molecular structure, C2H7ClN3, with ωB97M-V/def2-TZVPD.

## Properties
gap between HOMO and LUMO = 9.831 eV
total charge = +1
LUMO level = -4.57 eV
HOMO = -14.401 eV

Geometry (Å):
Cl1 1.5261 -1.2641 0.0831
N1 1.5579 1.6340 0.0461
N2 -1.9925 -1.2702 0.5375
N3 -1.3094 -0.5073 -0.4207
C1 0.8805 0.5925 0.4769
C2 -0.2048 0.1845 -0.4451
H1 2.3441 1.9709 0.6147
H2 1.7825 1.8941 -0.9600
H3 0.7044 0.5469 1.6150
H4 -1.7736 -0.7620 -1.3682
H5 -0.0057 0.5026 -1.3827
H6 -2.2022 -2.0779 -0.0523
H7 -1.3074 -1.4440 1.2557

Stability verdict: #Q, ahead by 72.7 kJ/mol

#P
Computed, not measured: 2 unconnected molecules or ions with the total composition CH4BrP, with ωB97M-V/def2-TZVPD.

## Properties
gap between HOMO and LUMO = 9.922 eV
LUMO level = -0.08 eV
HOMO = -9.999 eV
SMILES = C=P.Br

Geometry (Å):
Br1 -2.2226 2.4266 -1.9742
P1 0.0702 0.2329 1.0970
C1 0.8947 -0.9493 0.2146
H1 1.0347 -0.8376 -0.7796
H2 0.3057 -0.5441 2.3590
H3 1.1630 -1.8656 0.5632
H4 -1.2457 1.5371 -1.4800

#Q
Computed, not measured: CH4BrP in the gas phase, with ωB97M-V/def2-TZVPD.

## Properties
gap between HOMO and LUMO = 9.921 eV
LUMO level = 0.70 eV
HOMO = -9.223 eV
SMILES = CPBr

Geometry (Å):
Br1 -0.9813 -1.0306 2.0957
P1 0.2295 -1.3359 0.3203
C1 0.2872 0.7991 -0.3658
H1 -0.6493 1.0970 -0.6312
H2 0.9649 1.2956 0.3624
H3 0.9663 0.8445 -1.1866
H4 -0.8172 -1.6698 -0.5948

Stability verdict: #Q, ahead by 92.7 kJ/mol